Entry 1:
{
  "formula": "C7H12NOPS2",
  "method": "ωB97M-V with the def2-TZVPD basis set",
  "species": ["C", "C", "C", "C", "C", "N", "C", "S", "C", "S", "P", "O", "H", "H", "H", "H", "H", "H", "H", "H", "H", "H", "H", "H"],
  "positions_angstrom": [[0.93860, -1.07443, -1.81082], [0.87914, 0.28945, -1.22956], [1.25741, 0.33608, 0.30585], [1.80673, 1.68875, 0.69564], [2.36232, -0.53532, 0.57343], [3.23687, -1.25606, 0.74616], [0.21146, -0.14861, 1.22038], [-1.28499, 0.94966, 1.29888], [-2.70444, 0.14246, 0.82167], [-4.12940, 1.04134, 1.01309], [-2.81725, -1.61221, -0.00854], [-4.16485, -1.42917, -0.91132], [0.69671, -1.82261, -1.23626], [1.97434, -1.09540, -2.15897], [0.21244, -1.13667, -2.63877], [1.49125, 0.99777, -1.77998], [-0.12078, 0.66436, -1.35600], [1.03527, 2.40171, 0.74547], [2.59256, 2.07604, 0.00522], [2.36830, 1.66637, 1.75686], [-0.15374, -1.06691, 0.86734], [0.46870, -0.36705, 2.25956], [-1.66867, -1.28463, -0.89322], [-4.85616, -0.92564, -0.39744]],
  "mulliken_charge": [-1.691, -0.763, 1.770, -1.813, -0.152, -0.553, -0.991, -0.105, 0.212, -0.285, 0.115, -0.422, 0.583, 0.425, 0.390, 0.417, 0.308, 0.487, 0.424, 0.307, 0.473, 0.512, 0.043, 0.310],
  "homo_ev": [-9.093, -9.092],
  "orbital_gap_ev": [8.336, 8.335],
  "smiles": "CC[C@](C)(C#N)CSC(=S)PO"
}

***

Entry 2:
{
  "formula": "C39H33N2O2S",
  "method": "ωB97M-V with the def2-TZVPD basis set",
  "species": ["C", "C", "C", "C", "C", "C", "C", "C", "C", "C", "C", "C", "C", "C", "N", "C", "C", "C", "C", "C", "C", "S", "C", "N", "C", "C", "H", "H", "H", "H", "H", "H", "H", "H", "H", "H", "H", "H", "H", "H", "H", "H", "H", "H", "H", "H", "C", "O", "C", "C", "C", "C", "C", "O", "C", "C", "C", "C", "C", "C", "C", "C", "C", "C", "H", "H", "H", "H", "H", "H", "H", "H", "H", "H", "H", "H", "H"],
  "positions_angstrom": [[0.63990, 6.05338, -5.33832], [1.40527, 5.96980, -4.16915], [1.25826, 4.86779, -3.32670], [0.33971, 3.86138, -3.62975], [0.26475, 2.68503, -2.64115], [1.10732, 1.49782, -3.07907], [1.47235, 0.57712, -2.09472], [2.38866, -0.43702, -2.36938], [2.83789, -0.61004, -3.68802], [2.34714, 0.20846, -4.71148], [1.47896, 1.26650, -4.41245], [-1.14962, 2.16045, -2.33279], [-2.16701, 3.26409, -2.19103], [-3.55554, 2.72356, -1.90419], [-3.48172, 1.59714, -0.96057], [-4.56263, 1.23687, -0.13736], [-4.22117, 0.17882, 0.70588], [-5.16312, -0.31656, 1.60733], [-6.39810, 0.32740, 1.71941], [-6.71630, 1.42737, 0.91639], [-5.79894, 1.88542, -0.04575], [-2.55667, -0.32037, 0.47464], [-2.28343, 0.97489, -0.67646], [-1.10799, 1.31465, -1.11338], [-0.42749, 3.93705, -4.80006], [-0.26896, 5.03974, -5.65742], [0.75443, 6.91782, -5.99363], [2.11587, 6.74977, -3.89691], [1.84422, 4.77294, -2.40790], [0.67099, 3.07229, -1.68489], [0.99106, 0.67714, -1.11858], [2.73154, -1.07094, -1.55130], [3.56039, -1.39182, -3.91570], [2.64740, 0.04301, -5.74903], [1.10206, 1.91170, -5.21125], [-1.45162, 1.52757, -3.19788], [-1.83886, 3.94232, -1.37831], [-2.21822, 3.83174, -3.13174], [-4.16385, 3.51930, -1.46103], [-4.04488, 2.41591, -2.84935], [-4.90033, -1.18873, 2.19095], [-7.12454, -0.03142, 2.44555], [-7.67520, 1.92771, 1.02646], [-6.03407, 2.73124, -0.69381], [-1.14539, 3.14860, -5.05552], [-0.86476, 5.10014, -6.56982], [0.72795, -8.93143, 3.82338], [0.72585, -8.12467, 2.63057], [1.05037, -6.80712, 2.70708], [1.01644, -6.09105, 1.48668], [1.31616, -4.73846, 1.45613], [1.66005, -4.03648, 2.65403], [1.88987, -2.60740, 2.69950], [2.24067, -2.16333, 3.93966], [2.52496, -0.82441, 4.16945], [2.42617, 0.09050, 3.10128], [2.94873, 1.39271, 3.35544], [3.36789, 1.76115, 4.62298], [3.34393, 0.83670, 5.68970], [2.95494, -0.48041, 5.45342], [1.94138, -0.36272, 1.84768], [1.75123, -1.72040, 1.63689], [1.71149, -4.77997, 3.85060], [1.40796, -6.13139, 3.90022], [0.43757, -9.91790, 3.46764], [1.72807, -8.97092, 4.27767], [-0.00217, -8.56288, 4.55783], [0.74816, -6.64567, 0.59375], [1.29099, -4.20296, 0.51185], [3.01598, 2.07905, 2.51017], [3.70091, 2.78282, 4.81491], [3.62667, 1.15462, 6.69508], [2.95760, -1.21716, 6.26630], [1.85668, 0.36377, 1.03621], [1.56240, -2.14976, 0.66121], [1.98336, -4.30901, 4.79157], [1.44998, -6.66283, 4.85035]],
  "mulliken_charge": [-0.509, -0.684, -0.455, -0.166, 0.937, -0.498, 0.270, -0.394, -0.509, -0.788, -0.199, -0.373, -0.472, -0.750, 0.187, 0.277, 0.608, -0.465, -0.542, -0.661, -0.677, -0.265, 0.053, -0.253, 0.091, -0.914, 0.388, 0.402, 0.359, 0.431, 0.209, 0.271, 0.378, 0.388, 0.344, 0.272, 0.340, 0.393, 0.458, 0.226, 0.386, 0.365, 0.385, 0.330, 0.460, 0.382, -0.798, -0.418, 0.817, -0.864, -0.534, 0.201, 0.928, -0.321, 0.562, 0.425, -0.595, -0.680, -0.380, -0.742, -0.025, -0.312, -0.622, -0.550, 0.243, 0.341, 0.340, 0.439, 0.435, 0.454, 0.394, 0.398, 0.426, 0.278, 0.343, 0.400, 0.402],
  "homo_ev": -9.633,
  "total_charge": 1,
  "orbital_gap_ev": 4.881
}

***

Entry 3:
{
  "formula": "C41H82O18S",
  "method": "ωB97M-V with the def2-TZVPD basis set",
  "species": ["C", "C", "O", "C", "C", "C", "O", "S", "O", "O", "O", "C", "C", "C", "O", "O", "H", "H", "H", "H", "H", "H", "H", "H", "H", "H", "H", "H", "H", "H", "H", "H", "C", "C", "O", "C", "H", "H", "H", "H", "H", "H", "C", "C", "O", "C", "H", "H", "H", "H", "H", "H", "C", "C", "O", "C", "H", "H", "H", "H", "H", "H", "C", "C", "O", "C", "H", "H", "H", "H", "H", "H", "C", "C", "O", "C", "H", "H", "H", "H", "H", "H", "C", "C", "O", "C", "H", "H", "H", "H", "H", "H", "C", "C", "O", "C", "H", "H", "H", "H", "H", "H", "C", "C", "O", "C", "H", "H", "H", "H", "H", "H", "C", "C", "O", "C", "H", "H", "H", "H", "H", "H", "C", "C", "O", "C", "H", "H", "H", "H", "H", "H", "C", "C", "O", "C", "H", "H", "H", "H", "H", "H"],
  "positions_angstrom": [[6.79163, -3.20667, -2.62573], [6.56441, -1.76814, -3.19474], [6.24046, -0.78153, -2.21402], [5.23439, -1.22568, -1.32241], [3.93055, -1.67063, -2.04615], [2.77071, -1.92604, -1.03610], [3.21129, -2.90486, -0.03528], [2.26574, -4.22451, -0.41794], [1.88795, -5.13560, 0.66968], [3.05361, -4.92923, -1.44710], [0.92150, -3.41228, -0.88069], [1.39615, -2.27621, -1.71389], [1.38164, -2.89533, -3.15362], [0.24046, -1.22701, -1.50416], [0.08303, -0.35597, -2.63033], [-1.23846, -0.42655, -3.10434], [5.83423, -3.69533, -2.33905], [7.48176, -3.16518, -1.75943], [7.26153, -3.81692, -3.42045], [5.84802, -1.81731, -4.04560], [7.52935, -1.45197, -3.63551], [5.58743, -1.98261, -0.58789], [4.95630, -0.33495, -0.70928], [4.05756, -2.58014, -2.67321], [3.54791, -0.89274, -2.74943], [2.60326, -1.02027, -0.40903], [1.43076, -4.00165, -3.14531], [0.38500, -2.65103, -3.58701], [2.15195, -2.49393, -3.83545], [-0.68164, -1.83595, -1.41675], [0.41036, -0.66930, -0.55604], [-1.26414, -0.89702, -3.95170], [-2.23096, -1.95205, 2.08166], [-1.28881, -0.78168, 2.02389], [-0.43139, -0.70339, 1.16301], [-1.44875, 0.28218, 3.07326], [-2.00350, -2.64390, 1.27050], [-2.10969, -2.47457, 3.03239], [-3.26196, -1.61068, 1.97118], [-1.29929, -0.14763, 4.06498], [-2.44424, 0.72447, 3.00475], [-0.70753, 1.06161, 2.91483], [2.24988, 2.24199, 5.48092], [0.85708, 1.81385, 5.86231], [-0.06771, 1.91721, 5.08802], [0.65970, 1.25074, 7.24496], [2.24368, 2.62576, 4.46143], [2.59346, 3.03148, 6.15161], [2.92854, 1.38872, 5.53104], [0.93336, 1.99686, 7.99323], [1.26891, 0.35405, 7.37241], [-0.38803, 0.98476, 7.38061], [-3.34011, 2.21676, -3.40821], [-3.27158, 2.50868, -4.88162], [-2.86362, 1.68282, -5.67106], [-3.73151, 3.86791, -5.33642], [-2.97882, 1.20628, -3.22415], [-2.71025, 2.91940, -2.85966], [-4.37383, 2.29120, -3.06498], [-3.11932, 4.64256, -4.87136], [-4.78019, 4.01234, -5.07063], [-3.62807, 3.94114, -6.41891], [-3.58933, -1.95233, -1.58002], [-4.98430, -2.32016, -1.14675], [-5.34925, -2.15901, -0.00081], [-5.90483, -2.89267, -2.19077], [-3.03950, -1.55238, -0.72894], [-3.06808, -2.83797, -1.94974], [-3.63032, -1.18923, -2.35788], [-5.48598, -3.81929, -2.58762], [-6.04787, -2.17252, -2.99710], [-6.87034, -3.10960, -1.74244], [-9.78684, -2.96831, -5.55747], [-9.50507, -2.74315, -4.09536], [-8.47357, -3.12206, -3.58705], [-10.55739, -2.02744, -3.29002], [-8.94662, -3.49254, -6.01083], [-10.68514, -3.57704, -5.67403], [-9.91756, -2.01015, -6.06342], [-11.48942, -2.59492, -3.30729], [-10.72187, -1.02809, -3.69688], [-10.22194, -1.93525, -2.25767], [8.12712, 1.63893, -1.37693], [8.94591, 1.35876, -2.61041], [8.61977, 0.49786, -3.39989], [10.18359, 2.18910, -2.82500], [7.27126, 0.96834, -1.35336], [8.73190, 1.46957, -0.48375], [7.76780, 2.66986, -1.39605], [10.87707, 2.04329, -1.99414], [9.91525, 3.24359, -2.90717], [10.67039, 1.88191, -3.74432], [-8.23875, 2.60918, -2.01375], [-7.27138, 3.76390, -2.03809], [-6.39843, 3.83469, -2.87715], [-7.43080, 4.82294, -0.98179], [-8.00630, 1.92464, -2.82934], [-8.15222, 2.07117, -1.06818], [-9.25860, 2.97589, -2.14230], [-7.30826, 4.38338, 0.00872], [-8.41544, 5.28668, -1.06574], [-6.67105, 5.58793, -1.11899], [13.70463, 3.27336, -6.73664], [12.31366, 2.88625, -6.30816], [11.94436, 3.02894, -5.16373], [11.39942, 2.31428, -7.35903], [14.24961, 3.66895, -5.88050], [14.23430, 2.39801, -7.11648], [13.65559, 4.04339, -7.50844], [11.82821, 1.39695, -7.76604], [11.24944, 3.04231, -8.15819], [10.43423, 2.08126, -6.91072], [-3.75984, 7.03084, 1.21777], [-5.18967, 7.50258, 1.23825], [-6.10574, 6.74491, 1.00727], [-5.43512, 8.95375, 1.55731], [-3.73267, 5.96934, 0.97494], [-3.19778, 7.57916, 0.45976], [-3.30494, 7.17854, 2.19870], [-4.94631, 9.58616, 0.81420], [-5.05349, 9.18563, 2.55306], [-6.50595, 9.15221, 1.53700], [-1.17836, -4.16279, 7.35600], [-1.04636, -3.11260, 6.28613], [-1.76823, -2.13921, 6.26412], [0.01896, -3.31832, 5.24334], [-1.98313, -3.88454, 8.03635], [-1.41946, -5.12661, 6.90393], [-0.24756, -4.23409, 7.92344], [-0.16775, -4.24491, 4.69755], [1.00146, -3.35358, 5.71711], [-0.00168, -2.48587, 4.54002], [-0.48822, -5.50121, 11.08776], [0.45018, -4.32562, 11.01570], [1.29826, -4.24837, 10.15265], [0.29433, -3.24961, 12.05754], [-0.26037, -6.19376, 10.27829], [-0.36296, -6.02055, 12.03936], [-1.51992, -5.16168, 10.97940], [0.45426, -3.66843, 13.05257], [-0.70263, -2.81021, 11.99291], [1.03342, -2.46876, 11.88321]],
  "mulliken_charge": [-1.014, -0.182, -0.259, -0.851, -0.823, 0.136, -0.454, 1.088, -0.639, -0.581, -0.438, 1.442, -1.447, -0.467, -0.407, -0.149, 0.190, 0.281, 0.411, 0.161, 0.409, 0.295, 0.394, 0.467, 0.364, 0.541, 0.324, 0.336, 0.257, 0.084, 0.455, 0.251, -1.073, 0.949, -0.613, -1.068, 0.263, 0.265, 0.332, 0.142, 0.350, 0.327, -1.162, 0.868, -0.538, -1.094, 0.303, 0.350, 0.325, 0.373, 0.301, 0.266, -0.269, 0.845, -0.580, -1.099, -0.165, 0.342, 0.053, 0.305, 0.248, 0.328, -0.121, 0.665, -0.582, -1.247, -0.150, 0.360, 0.047, 0.357, 0.289, 0.344, -1.113, 0.775, -0.490, -1.071, 0.292, 0.329, 0.332, 0.346, 0.319, 0.268, -0.460, 0.837, -0.534, -1.144, -0.250, 0.321, 0.349, 0.350, 0.284, 0.259, -1.152, 0.870, -0.531, -1.047, 0.274, 0.332, 0.347, 0.336, 0.363, 0.197, -1.118, 0.786, -0.500, -1.054, 0.289, 0.333, 0.331, 0.326, 0.329, 0.264, -1.075, 0.818, -0.514, -1.123, 0.273, 0.323, 0.339, 0.335, 0.335, 0.289, -1.061, 0.890, -0.563, -0.974, 0.316, 0.356, 0.191, 0.370, 0.403, 0.067, -1.148, 0.899, -0.561, -1.127, 0.284, 0.408, 0.306, 0.335, 0.317, 0.304],
  "homo_ev": -9.003,
  "orbital_gap_ev": 9.535
}

***

Entry 4:
{
  "formula": "C4H7FO",
  "method": "ωB97M-V with the def2-TZVPD basis set",
  "species": ["O", "C", "F", "C", "C", "C", "H", "H", "H", "H", "H", "H", "H"],
  "positions_angstrom": [[-0.82097, -1.01795, 1.22540], [-0.77034, -0.22518, 0.11035], [-2.07303, -0.23937, -0.48030], [0.32110, -0.64653, -0.86502], [1.19018, 0.39164, -0.05353], [-0.04537, 1.08739, 0.34563], [-1.71778, -1.41707, 1.07015], [0.26155, -0.30409, -1.89630], [0.48631, -1.72381, -0.80119], [1.59814, -0.17355, 0.78447], [2.04988, 0.96034, -0.59614], [-0.04980, 1.46603, 1.41871], [-0.42986, 1.84215, -0.26223]],
  "mulliken_charge": [-0.519, 1.091, -0.396, -0.888, -0.410, -0.891, 0.338, 0.291, 0.298, 0.196, 0.305, 0.253, 0.333],
  "homo_ev": -10.457,
  "orbital_gap_ev": 11.494,
  "smiles": "OC1(F)CCC1"
}